{"formula": "C3H7NO", "method": "ωB97M-V with the def2-TZVPD basis set", "total_charge": 0, "gap_ev": 10.63, "max_force_ev_per_a": 0.926, "lumo_ev": 1.13, "energy_ev": -6760.586, "e_homo_ev": -9.51, "smiles": "NC[C@H]1CO1", "de_lowest_ev": 2.1644, "symbols": ["O", "H", "H", "H", "H", "C", "H", "N", "H", "C", "C", "H"], "positions_angstrom": [[1.2328, -0.7209, 0.9936], [0.1484, -2.2881, 0.1075], [-1.3070, 0.2568, -0.9777], [0.3093, -0.3197, -1.4267], [0.2222, 2.0208, -1.8262], [-0.2171, 0.3305, -0.7296], [-0.2009, 2.3200, -0.2819], [0.3388, 1.6728, -0.8720], [-0.4333, 0.4661, 1.4791], [0.1112, -1.5847, 0.9393], [-0.0088, -0.1537, 0.6787], [-0.1956, -1.9999, 1.9158]], "atomic_forces_ev_per_a": [[0.73, 0.10, 0.14], [-0.20, 0.09, 0.12], [0.56, 0.06, 0.21], [0.06, -0.18, 0.10], [0.09, -0.22, 0.33], [-0.47, 0.20, -0.14], [0.39, -0.30, -0.30], [-0.56, 0.73, 0.00], [0.11, -0.07, -0.29], [-0.07, -0.65, 0.60], [-0.72, 0.02, -0.16], [0.10, 0.21, -0.61]], "lowdin_charge": [-0.032, 0.113, 0.122, 0.118, 0.068, -0.255, 0.073, -0.009, 0.146, -0.124, -0.336, 0.116]}